Record 1
{
  "formula": "C19H22ClN3O3S",
  "method": "ωB97M-V/def2-TZVPD",
  "e_above_lowest_kcal_mol": 8.3,
  "smiles": "Cc1cccnc1NC(=O)c1ccc(Cl)c(S(=O)(=O)N2CCCCCC2)c1",
  "symbols": ["C", "C", "C", "C", "C", "N", "C", "N", "C", "O", "C", "C", "C", "C", "C", "C", "H", "S", "O", "O", "N", "C", "C", "C", "C", "H", "C", "H", "H", "C", "H", "H", "H", "H", "H", "H", "H", "H", "H", "Cl", "H", "H", "H", "H", "H", "H", "H", "H", "H"],
  "xyz": [[-3.1306, -1.7539, 1.4873], [-3.2240, -0.8393, 2.6670], [-4.3538, -0.0500, 2.8518], [-4.4899, 0.7309, 3.9874], [-3.4859, 0.6706, 4.9395], [-2.3948, -0.0537, 4.7784], [-2.2452, -0.7627, 3.6676], [-1.0481, -1.4907, 3.6087], [-0.1167, -1.5256, 2.6142], [0.8464, -2.2576, 2.6720], [-0.3273, -0.5771, 1.4774], [-0.6091, 0.7681, 1.7030], [-0.7313, 1.6431, 0.6402], [-0.5740, 1.1790, -0.6617], [-0.2798, -0.1559, -0.8926], [-0.1455, -1.0233, 0.1740], [0.0855, -2.0573, -0.0298], [-0.0551, -0.8363, -2.5545], [-0.0816, -2.2607, -2.3963], [-1.0087, -0.2288, -3.4323], [1.4547, -0.3537, -2.9770], [2.5706, -1.1033, -2.4571], [3.1789, -0.4415, -1.2185], [3.8928, 0.8738, -1.5230], [3.0264, 1.9038, -2.2508], [3.5257, 2.8729, -2.1805], [2.8238, 1.5780, -3.7324], [3.7492, 1.1510, -4.1238], [2.6331, 2.4988, -4.2864], [1.6572, 0.6232, -4.0165], [1.8286, 0.1204, -4.9796], [0.7188, 1.1716, -4.0970], [2.0606, 1.9937, -1.7531], [4.7823, 0.6724, -2.1251], [4.2296, 1.3031, -0.5766], [2.3844, -0.2642, -0.4911], [3.8903, -1.1364, -0.7685], [3.3252, -1.2171, -3.2406], [2.1902, -2.0935, -2.1963], [-0.7408, 2.2701, -1.9725], [-0.9457, 2.6865, 0.8073], [-0.7178, 1.1383, 2.7112], [-0.7564, -1.9066, 4.4853], [-3.5462, 1.2202, 5.8687], [-5.3621, 1.3461, 4.1397], [-5.1362, -0.0697, 2.1067], [-2.3988, -2.5401, 1.6531], [-2.8472, -1.2057, 0.5892], [-4.1015, -2.2111, 1.3038]],
  "nbo_charge": [-0.639, -0.059, -0.149, -0.263, 0.037, -0.438, 0.342, -0.626, 0.674, -0.581, -0.167, -0.154, -0.234, -0.013, -0.383, -0.095, 0.256, 2.356, -0.941, -0.929, -0.712, -0.233, -0.405, -0.393, -0.407, 0.212, -0.415, 0.196, 0.219, -0.212, 0.189, 0.236, 0.203, 0.191, 0.210, 0.203, 0.215, 0.199, 0.238, 0.052, 0.236, 0.234, 0.425, 0.197, 0.223, 0.217, 0.226, 0.231, 0.227]
}

=====

Record 2
{
  "formula": "C30H50CrGeN3O5Sb",
  "method": "ωB97M-V/def2-TZVPD",
  "spin_multiplicity": 2,
  "e_above_lowest_kcal_mol": 0.0,
  "charge": 1,
  "symbols": ["Cr", "O", "C", "N", "C", "O", "C", "C", "C", "C", "C", "N", "C", "C", "C", "C", "C", "N", "H", "H", "H", "H", "H", "H", "H", "H", "C", "C", "C", "C", "O", "Ge", "O", "C", "C", "C", "C", "O", "C", "C", "C", "C", "H", "H", "H", "H", "H", "H", "H", "H", "H", "H", "H", "H", "H", "H", "H", "H", "H", "H", "H", "H", "H", "H", "H", "H", "H", "H", "H", "C", "C", "Sb", "C", "C", "C", "C", "H", "H", "H", "H", "H", "H", "H", "H", "H", "H", "H", "H", "H", "H", "H"],
  "xyz": [[0.4461, 0.3808, -0.1824], [-0.5593, -1.6938, 3.2028], [-0.0900, -1.0821, 2.2707], [-0.7085, -0.6628, 1.1165], [-2.0932, -0.7402, 1.0843], [-2.8054, -0.7129, 2.0616], [-2.7699, -0.7679, -0.2721], [-4.1208, -0.4483, -0.2878], [-4.8075, -0.4568, -1.4893], [-4.1182, -0.7950, -2.6402], [-2.7776, -1.1190, -2.5342], [-2.1019, -1.1073, -1.3814], [1.3640, -0.6878, 2.3359], [2.1346, -1.0816, 3.4147], [3.4448, -0.6465, 3.4895], [3.9370, 0.1721, 2.4828], [3.1102, 0.5048, 1.4292], [1.8436, 0.0774, 1.3478], [-4.6012, -0.2072, 0.6491], [-5.8603, -0.2101, -1.5239], [-4.6039, -0.8246, -3.6054], [-2.2174, -1.4197, -3.4123], [1.6734, -1.7036, 4.1685], [4.0736, -0.9305, 4.3227], [4.9507, 0.5459, 2.5025], [3.4680, 1.1345, 0.6283], [2.4725, -1.6643, -3.3921], [2.5727, -1.0284, -2.0087], [3.5989, -1.7945, -1.1821], [2.9530, 0.4382, -2.1788], [1.2954, -1.1078, -1.3147], [0.0637, -2.5096, -1.7681], [-0.0538, 1.2374, -1.5938], [-0.5999, 2.2209, -2.4767], [-2.0284, 2.5324, -2.0635], [0.2761, 3.4616, -2.4210], [-0.5693, 1.6025, -3.8720], [0.2920, -3.3337, -0.2047], [-0.2215, -4.6542, 0.0920], [-1.1390, -4.5432, 1.2983], [0.9853, -5.5246, 0.4133], [-0.9915, -5.2337, -1.0916], [3.4191, -1.5213, -3.9151], [1.6804, -1.2053, -3.9858], [2.2931, -2.7402, -3.3399], [4.5538, -1.8378, -1.7084], [3.2504, -2.8141, -1.0106], [3.7647, -1.3337, -0.2119], [3.9994, 0.5248, -2.4739], [2.8189, 1.0047, -1.2538], [2.3366, 0.9148, -2.9384], [-2.0555, 3.0067, -1.0831], [-2.6246, 1.6204, -2.0299], [-2.4873, 3.2162, -2.7795], [0.2540, 3.9006, -1.4241], [-0.0845, 4.2106, -3.1265], [1.3091, 3.2187, -2.6735], [-1.3092, 0.8069, -3.9583], [0.4150, 1.1848, -4.0838], [-0.7903, 2.3586, -4.6259], [-0.6252, -4.0741, 2.1328], [-1.4699, -5.5339, 1.6147], [-2.0263, -3.9509, 1.0638], [1.5305, -5.1094, 1.2618], [1.6600, -5.5702, -0.4436], [0.6753, -6.5401, 0.6633], [-1.8391, -4.5947, -1.3586], [-1.3904, -6.2148, -0.8328], [-0.3514, -5.3566, -1.9687], [-1.1503, 1.6238, 4.2322], [0.0527, 2.2184, 3.5033], [-0.2579, 2.5577, 1.4096], [-2.1684, 3.5183, 1.5153], [-3.3645, 2.5751, 1.4580], [0.9735, 4.3039, 1.2578], [2.4625, 3.9778, 1.2319], [-0.9336, 1.5219, 5.2966], [-1.4264, 0.6386, 3.8575], [-2.0254, 2.2689, 4.1445], [0.9402, 1.5950, 3.6211], [0.3039, 3.2036, 3.9033], [-2.2001, 4.2558, 0.7115], [-2.1499, 4.0766, 2.4540], [-3.4140, 2.0535, 0.5008], [-4.2957, 3.1319, 1.5757], [-3.3290, 1.8150, 2.2384], [0.7169, 4.9137, 2.1266], [0.6866, 4.8742, 0.3754], [2.7643, 3.3874, 2.1001], [3.0653, 4.8868, 1.2308], [2.7254, 3.4146, 0.3321]],
  "lowdin_charge": [0.636, 0.105, -0.465, 0.013, -0.425, 0.104, -0.182, 0.003, -0.024, -0.037, -0.165, 0.043, -0.184, 0.037, -0.008, -0.020, -0.128, 0.005, 0.125, 0.121, 0.116, 0.096, 0.135, 0.123, 0.122, 0.104, -0.072, -0.651, -0.006, -0.016, -0.446, 1.150, -0.331, -0.651, -0.003, -0.008, -0.004, -0.332, -0.693, -0.021, -0.030, -0.087, 0.103, 0.082, 0.067, 0.099, 0.091, 0.068, 0.107, 0.052, 0.073, 0.048, 0.071, 0.107, 0.052, 0.101, 0.091, 0.073, 0.077, 0.099, 0.077, 0.096, 0.088, 0.088, 0.085, 0.092, 0.071, 0.097, 0.073, -0.151, -0.380, 1.542, -0.399, -0.172, -0.413, -0.180, 0.081, 0.050, 0.062, 0.039, 0.059, 0.051, 0.062, 0.041, 0.084, 0.055, 0.060, 0.041, 0.060, 0.078, 0.054]
}

=====

Record 3
{
  "formula": "C2HFKLi2O2",
  "method": "ωB97M-V/def2-TZVPD",
  "e_above_lowest_kcal_mol": 1.0,
  "charge": 1,
  "symbols": ["O", "C", "C", "O", "K", "F", "H", "Li", "Li"],
  "xyz": [[0.1294, -0.5487, -0.5683], [-1.0212, -0.3255, -0.8155], [-2.3420, -0.4736, -0.9552], [-2.9726, -1.6030, -1.1801], [2.6194, 0.9776, 0.4768], [4.3638, 1.9900, 1.8463], [-2.8920, 0.4493, -0.7004], [-2.8828, -3.3317, -1.2544], [4.9980, 2.8657, 3.1506]],
  "nbo_charge": [-0.605, 0.533, -0.074, -0.997, 0.993, -0.981, 0.176, 0.970, 0.985]
}

=====

Record 4
{
  "formula": "C25H32F18N5O8S2",
  "method": "ωB97M-V/def2-TZVPD",
  "e_above_lowest_kcal_mol": 196.0,
  "charge": 1,
  "symbols": ["C", "C", "C", "C", "C", "S", "O", "O", "C", "F", "F", "C", "F", "F", "C", "F", "F", "C", "F", "F", "F", "C", "N", "C", "N", "N", "C", "N", "N", "C", "S", "H", "H", "H", "H", "H", "H", "H", "H", "H", "H", "H", "H", "H", "H", "H", "H", "H", "C", "C", "O", "C", "O", "C", "F", "F", "F", "H", "H", "H", "H", "H", "C", "C", "O", "C", "O", "C", "F", "F", "F", "H", "H", "H", "H", "H", "C", "C", "O", "C", "O", "C", "F", "F", "F", "H", "H", "H", "H", "H"],
  "xyz": [[6.7035, -0.0078, 1.0281], [5.4453, 0.9275, 0.5079], [4.0478, 0.6809, 1.3933], [2.7185, 0.6884, 0.4277], [1.5918, -0.4820, 0.8414], [2.3728, -2.1460, 0.5867], [3.5402, -1.9030, -0.4578], [3.1707, -2.6340, 1.8615], [1.3781, -3.5184, -0.1346], [0.5958, -3.1661, -1.3826], [2.4016, -4.4970, -0.6816], [0.3832, -4.3880, 0.7781], [0.5019, -5.8205, 0.3002], [-1.0733, -4.0657, 0.5266], [0.5699, -4.4436, 2.3819], [0.5183, -3.1398, 3.0996], [-0.6565, -5.1758, 2.8930], [1.8274, -5.3311, 2.9497], [1.3026, -6.6728, 3.4045], [2.9048, -5.6085, 1.9805], [2.4228, -4.7071, 4.1610], [1.2200, -0.1455, 2.4012], [-0.2242, -0.2374, 2.7861], [-1.1472, -0.6900, 1.6894], [-2.5041, -0.7867, 2.0285], [-0.7953, -1.0863, 0.2786], [0.2949, -0.1429, -0.1591], [0.6656, -0.1833, -1.6165], [-0.2654, 1.2734, 0.0951], [-1.2272, 1.5948, -0.8241], [-2.7081, 1.8583, -1.6756], [6.3950, -0.7744, 1.8567], [7.1275, -0.5555, 0.0632], [7.5498, 0.6849, 1.5032], [5.2788, 0.8252, -0.6463], [5.7922, 2.0546, 0.6933], [3.9859, 1.6344, 2.1092], [4.1458, -0.2401, 2.1039], [3.0121, 0.6256, -0.7279], [2.2660, 1.7886, 0.5426], [1.5735, 0.9681, 2.6476], [1.8289, -0.8225, 3.1735], [-0.3420, -0.7704, 3.6751], [-3.1216, -0.0471, 1.6009], [-2.8858, -1.5334, 2.6576], [-1.6110, -1.1205, -0.3663], [1.1412, 0.6756, -1.9602], [-0.0971, -0.5166, -2.2411], [-3.4105, -6.7666, 0.8467], [-3.3806, -6.3322, -0.6081], [-4.5412, -6.8053, -1.3109], [-5.7070, -6.1294, -1.0653], [-5.7954, -5.1731, -0.2966], [-6.8555, -6.7025, -1.8917], [-6.9405, -8.0609, -1.8036], [-6.7270, -6.4140, -3.2183], [-8.0741, -6.2225, -1.5146], [-3.5170, -7.8536, 0.9193], [-2.4964, -6.4620, 1.3614], [-4.2634, -6.3303, 1.3771], [-2.5077, -6.7757, -1.1005], [-3.2867, -5.2441, -0.7075], [-7.8892, 5.6503, -5.0524], [-7.4984, 5.2563, -3.6389], [-6.7998, 4.0006, -3.6287], [-5.4965, 4.0370, -4.0487], [-4.9249, 5.0608, -4.4204], [-4.8554, 2.6543, -3.9611], [-5.6235, 1.6812, -4.5299], [-4.6443, 2.2673, -2.6707], [-3.6432, 2.5892, -4.5808], [-8.4737, 4.8539, -5.5239], [-8.4768, 6.5712, -5.0501], [-7.0073, 5.8088, -5.6819], [-8.4044, 5.1213, -3.0372], [-6.9006, 6.0341, -3.1487], [5.4435, 8.0836, 0.1381], [6.6084, 7.5344, 0.9427], [6.1440, 6.7157, 2.0284], [5.7037, 5.4638, 1.6889], [5.6897, 5.0317, 0.5373], [5.2696, 4.6828, 2.9266], [4.4311, 5.3964, 3.7318], [6.3302, 4.3230, 3.7045], [4.6111, 3.5285, 2.6240], [4.7497, 8.6243, 0.7896], [5.7968, 8.7577, -0.6455], [4.8698, 7.2798, -0.3351], [7.1655, 8.3668, 1.3874], [7.3125, 6.9769, 0.3133]],
  "lowdin_charge": [-0.128, -0.217, -0.186, -0.158, -0.309, 0.929, -0.311, -0.316, -0.233, 0.001, 0.024, -0.105, 0.045, 0.010, -0.080, 0.014, 0.021, -0.142, 0.039, 0.067, 0.054, -0.137, 0.095, -0.159, 0.125, 0.156, -0.468, 0.090, 0.062, -0.474, 0.853, 0.074, 0.088, 0.085, 0.108, 0.099, 0.100, 0.102, 0.125, 0.145, 0.164, 0.156, 0.157, 0.145, 0.148, 0.150, 0.111, 0.104, -0.056, -0.212, 0.017, -0.322, 0.131, -0.472, 0.146, 0.145, 0.144, 0.091, 0.059, 0.078, 0.129, 0.113, -0.061, -0.204, 0.012, -0.322, 0.151, -0.480, 0.157, -0.107, 0.125, 0.087, 0.087, 0.077, 0.129, 0.129, -0.064, -0.203, 0.016, -0.324, 0.132, -0.464, 0.146, 0.151, 0.107, 0.085, 0.086, 0.073, 0.130, 0.129]
}